P) {"formula": "CHN3O3", "method": "wB97M-V/def2-TZVPD", "orbital_gap_ev": 10.11, "symbols": ["C", "N", "N", "N", "O", "O", "O", "H"], "xyz": [[1.6359, -1.0730, -0.0366], [1.1271, 0.0082, 0.2344], [-0.2307, -0.0415, 0.2548], [-0.7507, -1.1679, -0.0424], [2.5315, -1.8120, -0.0662], [0.0835, -2.0163, -0.4148], [-1.9226, -1.3842, 0.0741], [-0.9489, 0.7008, 0.4553]], "lowdin_charge": [-0.42, 0.14, 0.07, -0.42, 0.18, 0.11, 0.10, 0.22]}


Q) {"formula": "CHN3O3", "method": "wB97M-V/def2-TZVPD", "orbital_gap_ev": 6.86, "symbols": ["C", "N", "N", "N", "O", "O", "O", "H"], "xyz": [[2.6187, -1.2126, -0.6204], [0.7301, -2.0253, 0.4370], [3.1271, -0.5112, 0.1552], [-0.1235, -1.3129, -0.0206], [3.9181, 0.3450, 0.4049], [0.1321, -0.3514, -1.0383], [-1.2882, -1.4760, 0.3490], [-0.6786, 0.1783, -0.9321]], "lowdin_charge": [0.12, 0.28, -0.21, -0.49, 0.08, 0.06, 0.03, 0.13]}


The energetic minimum among the shown structures is P); the next structure lies 140.7 kcal/mol above.